# 1
Molecular formula: C5H13N3
Method: DFT, ωB97M-V with the def2-TZVPD basis set

Atoms and positions in Å:
C 0.5722 -1.0812 -2.3391
C 1.1053 -0.3961 -1.0813
C 0.3521 -0.8176 0.1553
C -0.8950 -0.1412 0.5876
N 0.3559 0.0808 1.2907
C 0.4595 -0.5380 2.6001
H -0.4919 -0.8404 -2.5010
H 0.6542 -2.1671 -2.2653
H 1.1285 -0.7705 -3.2362
H 2.1688 -0.6271 -0.9522
H 1.0247 0.6982 -1.1786
H 0.4072 -1.8887 0.3931
H -1.2695 0.7081 0.0374
H -1.6644 -0.7490 1.0876
H 1.5208 -0.6807 2.8412
H 0.0158 0.1332 3.3535
H -0.0409 -1.5175 2.6586
H -0.5779 2.4377 0.4069
N -0.7182 3.1201 -0.3698
N -1.7985 2.9202 -0.9453
H -2.3088 2.1166 -0.5432

The largest force on an atom is 0.76 eV/Å. As for the molecular weight: 115.18 g mol⁻¹. The gap between HOMO and LUMO is 10.250 eV. The SMILES is CC[C@@H]1CN1C.[H]/N=N\[H]. The value obtained for the relative energy (zero: lowest compared OMol25 entry of this formula, charge and spin) is 312.5 kJ/mol. As for the spin multiplicity: 1. The LUMO energy comes out at 0.85 eV.


# 2
Molecular formula: C5H13N3
Method: DFT, ωB97M-V with the def2-TZVPD basis set

Atoms and positions in Å:
C -0.4674 2.2405 -1.8426
C -0.6115 1.2599 -0.4811
C -0.0964 -0.2374 -0.9291
C 1.3478 0.0551 -0.9788
C -0.0544 -1.0259 1.1672
H 0.5510 2.4608 -2.3692
H -1.1630 3.0476 -1.8420
H -0.9881 1.4537 -2.5185
H 0.1664 1.4682 0.3166
H -1.7652 1.3898 -0.1847
H -0.5296 -0.3846 -2.0335
H 1.3809 0.1761 -2.4799
H 1.7835 -1.0491 -0.7623
H 1.6823 0.8255 -0.2796
H 0.6886 -0.3031 1.3434
H -0.3848 -3.1988 1.4454
H -0.7701 -1.0592 3.3160
H 0.3668 -1.7167 3.9676
N -0.4152 -1.3024 -0.0396
N -0.2560 -2.1287 1.8918
N -0.4657 -1.9712 3.2929

The largest force on an atom is 6.88 eV/Å. As for the molecular weight: 115.18 g mol⁻¹. The gap between HOMO and LUMO is 9.004 eV. The value obtained for the relative energy (zero: lowest compared OMol25 entry of this formula, charge and spin) is 713.0 kJ/mol. As for the spin multiplicity: 1. The LUMO energy comes out at 0.86 eV.


# 3
Molecular formula: C5H13N3
Method: DFT, ωB97M-V with the def2-TZVPD basis set

Atoms and positions in Å:
C -0.1400 1.1966 -0.0851
C -0.7382 -0.8191 -1.3197
C 0.6424 -0.0872 2.2639
C 2.1674 -0.2123 0.3343
C -2.1022 -0.5529 -1.9813
N -0.6798 -0.0849 -0.0761
N 0.8261 -0.0264 0.8320
N -0.6649 2.2057 0.5792
H -1.0276 1.9025 1.4817
H 0.2760 1.4823 -1.0551
H -0.6472 -1.8767 -1.0783
H 0.0602 -0.5438 -2.0175
H 1.3644 0.5539 2.7810
H 2.1766 -0.2066 -0.7553
H -0.3640 0.2447 2.5076
H 0.7640 -1.1134 2.6163
H 2.5698 -1.1647 0.6890
H 2.8298 0.5863 0.6999
H -2.1802 -1.1295 -2.9038
H -2.9080 -0.8628 -1.3111
H -2.2244 0.5085 -2.2017

The largest force on an atom is 4.34 eV/Å. As for the molecular weight: 115.18 g mol⁻¹. The gap between HOMO and LUMO is 8.212 eV. The value obtained for the relative energy (zero: lowest compared OMol25 entry of this formula, charge and spin) is 453.1 kJ/mol. As for the spin multiplicity: 1. The LUMO energy comes out at 0.54 eV.


# 4
Molecular formula: C5H13N3
Method: DFT, ωB97M-V with the def2-TZVPD basis set

Atoms and positions in Å:
C -0.5363 0.5090 2.4398
N -1.2165 0.6266 1.1139
C -1.2843 1.7654 0.5184
N -0.9239 3.0819 1.0571
H 0.4545 0.0546 2.3196
H -1.1742 -0.1517 3.0512
H -0.4023 1.4411 2.9920
H -1.6283 1.9792 -0.4863
H -0.3017 3.5498 0.3801
H -1.7193 3.6646 0.9851
C -0.2828 -3.0020 -2.1636
N 0.7665 -2.2672 -2.1141
C 0.6793 -1.2132 -1.0893
C 1.9804 -0.4664 -0.8198
H -1.1287 -2.8485 -1.4628
H -0.3763 -3.6992 -3.0069
H -0.0377 -0.4781 -1.4598
H 0.2817 -1.7344 -0.1368
H 1.8180 0.4094 -0.1779
H 2.6754 -1.0350 -0.1594
H 2.3567 -0.1858 -1.7804

The largest force on an atom is 2.35 eV/Å. As for the molecular weight: 115.18 g mol⁻¹. The gap between HOMO and LUMO is 10.342 eV. The SMILES is C/N=C\N.C=NCC. The value obtained for the relative energy (zero: lowest compared OMol25 entry of this formula, charge and spin) is 244.3 kJ/mol. As for the spin multiplicity: 1. The LUMO energy comes out at 0.81 eV.